C18H13Co2NO6S2 | the ωB97M-V functional and the def2-TZVPD basis

Calculated values
- Energy above the lowest of the compared OMol25 structures with the same formula, charge and spin: 0.0 kcal per mole
- Gap between HOMO and LUMO: 4.83 eV
- HOMO energy: 0.057 eV
- Strongest force on any atom: 5.556 eV/Å
- Multiplicity: 1
- Charge: -2

Last column: Mulliken charge in e.
Atoms and positions in Å:
C1 1.2076 -0.0842 1.4916  -0.889
N1 0.2416 0.5467 0.5948  0.056
C2 0.7480 1.0585 -0.6861  -0.964
C3 -0.9075 1.0383 1.0709  0.188
S1 -1.3665 1.0755 2.7861  -0.393
S2 -1.8709 2.0881 0.1159  -0.432
H1 0.7243 -0.8953 2.0400  0.263
H2 2.0033 -0.4612 0.8549  0.336
H3 1.6231 0.6457 2.1934  0.330
H4 0.0045 0.9060 -1.4826  0.315
H5 0.9868 2.1347 -0.6202  0.316
H6 1.6670 0.5167 -0.9147  0.337
O1 -2.6840 5.8056 1.4042  -0.479
C4 -2.2733 4.7683 1.7116  0.036
Co1 -1.5648 3.2362 2.0563  -0.078
C5 -3.3212 2.8652 2.7154  0.831
O2 -4.2960 2.6205 2.0594  -0.707
C6 0.1353 3.4574 2.5285  0.411
O3 1.2837 3.4825 2.6730  -0.495
C7 -1.1824 4.1220 5.1708  -1.353
C8 -0.7373 5.4523 4.8490  1.001
C9 0.6360 5.7768 4.8559  -0.287
C10 1.0657 7.0030 4.3540  -0.487
C11 0.1445 7.9333 3.8784  -0.458
C12 -1.2299 7.6801 3.9995  -0.400
C13 -1.6660 6.4502 4.5039  -0.326
C14 -2.0476 3.1615 4.9258  1.222
C15 -3.3326 2.8679 4.2725  -0.520
Co2 -0.7662 2.6224 6.0920  -0.125
C16 0.7889 1.9274 5.6203  0.072
O4 1.7636 1.3501 5.3929  -0.413
C17 -1.4646 1.0337 6.0759  -0.015
O5 -1.9333 -0.0251 6.0805  -0.441
C18 -0.6155 3.1960 7.7577  0.003
O6 -0.5126 3.5136 8.8668  -0.457
H7 1.3333 5.0695 5.2871  0.372
H8 2.1347 7.2198 4.3147  0.323
H9 0.4736 8.8710 3.4142  0.303
H10 -1.9723 8.4288 3.7237  0.353
H11 -2.7210 6.2459 4.6676  0.311
H12 -3.7449 1.9059 4.6231  0.088
H13 -4.0831 3.6464 4.5499  0.253


C18H13HfN3O3S2 | the ωB97M-V functional and the def2-TZVPD basis

Calculated values
- Energy above the lowest of the compared OMol25 structures with the same formula, charge and spin: 13.3 kcal per mole
- Gap between HOMO and LUMO (spin up / spin down): 5.82 / 6.72 eV
- ⟨S²⟩: 0.754
- HOMO energy (spin up / spin down): -9.966 / -10.951 eV
- Strongest force on any atom: 4.617 eV/Å
- Multiplicity: 2
- Charge: +1

Last column: Mulliken charge in e.
Atoms and positions in Å:
Hf1 -0.5170 -1.5711 -0.6944  1.080
O1 2.8903 2.7318 -0.5909  -0.630
C1 3.6298 1.6754 -0.2438  0.373
C2 4.9704 1.9078 0.0674  -0.670
C3 5.7849 0.8766 0.4794  -0.341
C4 5.2968 -0.4280 0.5690  -0.797
C5 3.9896 -0.6797 0.2308  -0.604
C6 3.1309 0.3549 -0.1741  0.448
C7 1.7545 0.0113 -0.5034  1.133
O2 1.4017 -1.2616 -0.6068  -0.690
N1 0.8774 0.9751 -0.6621  -1.078
N2 -0.4215 0.5205 -0.8576  0.311
C8 -1.3536 1.4031 -1.0537  0.046
C9 -2.7418 1.0680 -1.1926  0.675
C10 -3.6867 2.1039 -1.3095  -0.859
C11 -5.0289 1.8363 -1.4161  -0.700
C12 -5.4696 0.5111 -1.4252  -0.447
C13 -4.5647 -0.5264 -1.3282  -0.485
C14 -3.1997 -0.2741 -1.2075  0.450
O3 -2.3459 -1.3009 -1.1195  -0.680
H1 1.9580 2.4521 -0.6598  0.529
H2 5.3421 2.9201 -0.0151  0.441
H3 6.8137 1.0831 0.7433  0.389
H4 5.9425 -1.2335 0.8900  0.420
H5 3.5944 -1.6867 0.2542  0.414
H6 -1.0667 2.4522 -1.0891  0.383
H7 -3.3363 3.1292 -1.3125  0.392
H8 -5.7430 2.6434 -1.4997  0.416
H9 -6.5250 0.2929 -1.5155  0.409
H10 -4.8872 -1.5593 -1.3522  0.470
S1 -0.4653 -5.2107 -1.5184  -0.208
C15 -0.4214 -3.7349 -1.0831  -0.068
S2 -0.0514 -2.2058 3.8622  -0.049
C16 -1.0058 -0.8171 3.5507  -0.315
C17 -1.2331 -0.6969 2.2237  -0.354
N3 -0.6674 -1.6951 1.4601  0.054
C18 -0.0075 -2.5574 2.2079  -0.018
H11 -1.3424 -0.1781 4.3501  0.438
H12 -1.7976 0.0868 1.7406  0.369
H13 0.5024 -3.4184 1.8016  0.354


C18H13N2NaO2 | the ωB97M-V functional and the def2-TZVPD basis

Calculated values
- Energy above the lowest of the compared OMol25 structures with the same formula, charge and spin: 15.1 kcal per mole
- Gap between HOMO and LUMO (spin up / spin down): 3.09 / 3.70 eV
- ⟨S²⟩: 0.754
- HOMO energy (spin up / spin down): -1.839 / -2.526 eV
- Strongest force on any atom: 5.871 eV/Å
- Multiplicity: 2
- Charge: -1

Last column: Mulliken charge in e.
Atoms and positions in Å:
N1 3.4018 -4.9462 -2.9822  -0.679
C1 3.0798 -3.9402 -2.4756  0.126
C2 2.6761 -2.7233 -1.8231  0.347
C3 2.4546 -1.5410 -2.5553  -0.598
C4 2.0645 -0.3824 -1.9114  -0.729
C5 1.8165 -0.3685 -0.5064  0.666
C6 1.2261 0.7901 0.0667  -1.074
C7 0.9064 0.9937 1.4368  -0.372
N2 0.4491 2.4288 1.7103  0.848
O1 0.5194 2.8916 2.8490  -0.868
O2 0.1095 3.1116 0.6874  -0.889
C8 2.0982 -1.5644 0.2352  -0.472
C9 2.5106 -2.7118 -0.4299  -0.752
H1 2.5821 -1.5489 -3.6397  0.382
H2 1.9080 0.5455 -2.4732  0.247
H3 1.3458 1.7051 -0.5264  0.738
H4 1.6888 0.7632 2.1810  0.615
H5 1.9790 -1.5786 1.3233  0.350
H6 2.6981 -3.6313 0.1299  0.376
C10 -2.2928 0.4571 2.6592  -0.881
Na1 -0.6105 2.8764 -1.4193  0.938
C11 -0.9700 0.1744 2.8119  -1.116
C12 -0.2779 0.0690 1.4443  0.261
C13 -1.4150 0.4294 0.4912  0.868
C14 -2.5816 0.6905 1.2436  -0.235
C15 -3.7235 1.1497 0.5795  -0.712
C16 -3.7070 1.2553 -0.8110  -0.568
C17 -2.5952 0.8442 -1.5606  -0.623
C18 -1.4537 0.3631 -0.8988  -0.402
H7 -3.0545 0.5594 3.4307  0.389
H8 -0.4015 0.0312 3.7331  0.384
H9 0.0229 -0.9700 1.2641  0.805
H10 -4.5955 1.4297 1.1750  0.380
H11 -4.5887 1.6327 -1.3333  0.366
H12 -2.6307 0.8300 -2.6537  0.497
H13 -0.6391 -0.1152 -1.4524  0.385


C18H13N7O2SeSn | the ωB97M-V functional and the def2-TZVPD basis

Calculated values
- Energy above the lowest of the compared OMol25 structures with the same formula, charge and spin: 0.0 kcal per mole
- Gap between HOMO and LUMO (spin up / spin down): 6.74 / 5.28 eV
- HOMO energy (spin up / spin down): -14.930 / -14.929 eV
- Strongest force on any atom: 0.181 eV/Å
- Multiplicity: 1
- Charge: +2

Last column: Mulliken charge in e.
Atoms and positions in Å:
Sn1 0.0981 -1.4949 -1.8770  1.028
Se1 -0.9895 3.6367 3.8915  0.383
N1 -0.8549 1.8687 3.8498  -0.821
C1 -0.6887 1.5298 2.5977  0.889
C2 -0.5456 0.1485 2.1549  0.282
C3 -0.5842 -0.9499 3.0201  -0.433
C4 -0.4637 -2.2234 2.5058  -0.872
C5 -0.3023 -2.3860 1.1367  -0.421
N2 -0.2576 -1.3422 0.3059  -0.077
C6 -0.3801 -0.0884 0.7973  0.083
C7 -0.3461 1.0057 -0.1699  0.064
N3 -0.1903 0.6692 -1.4705  -0.068
C8 -0.1579 1.6231 -2.4038  -0.412
C9 -0.2780 2.9670 -2.0774  -0.817
C10 -0.4402 3.3241 -0.7549  -0.437
C11 -0.4796 2.3298 0.2286  0.265
C12 -0.6570 2.6037 1.6498  0.912
N4 -0.7978 3.8097 2.1363  -0.825
H1 -0.7197 -0.7795 4.0806  0.602
H2 -0.4983 -3.0939 3.1449  0.476
H3 -0.2102 -3.3718 0.6973  0.539
H4 -0.0445 1.3049 -3.4329  0.517
H5 -0.2493 3.7104 -2.8610  0.469
H6 -0.5415 4.3606 -0.4586  0.601
C13 4.0649 -2.3716 -0.4253  -1.244
C14 3.5865 -1.3138 -1.3905  0.509
C15 4.2841 0.0688 -1.2636  -1.242
O1 2.2361 -1.1370 -1.4164  -0.327
H7 5.1292 -2.5539 -0.5651  0.422
H8 3.5325 -3.3094 -0.5813  0.346
H9 3.9103 -2.0420 0.6038  0.327
H10 3.8323 -1.6046 -2.4454  0.221
H11 4.1323 0.4357 -0.2488  0.338
H12 3.8837 0.7790 -1.9828  0.357
H13 5.3477 -0.0698 -1.4428  0.426
O2 -2.7552 -1.3378 -1.7201  -0.203
N5 -3.9638 -1.3147 -1.7762  -0.035
C16 -4.8424 -0.9232 -0.9200  0.620
C17 -4.3574 -0.3721 0.3147  0.212
N6 -3.8561 0.0356 1.2631  -0.275
C18 -6.2333 -1.0226 -1.2295  -0.131
N7 -7.3525 -1.1089 -1.4653  -0.247


C18H13NO4 | the ωB97M-V functional and the def2-TZVPD basis

Calculated values
- Energy above the lowest of the compared OMol25 structures with the same formula, charge and spin: 45.4 kcal per mole
- Gap between HOMO and LUMO: 8.79 eV
- HOMO energy: -9.402 eV
- Strongest force on any atom: 1.183 eV/Å
- Multiplicity: 1
- SMILES string: O=C1c2ccccc2C(=O)c2ccccc21.C#CCNC(=O)O

Last column: Mulliken charge in e.
Atoms and positions in Å:
O1 -2.2941 0.5628 0.8392  -0.655
C1 -1.3848 1.3290 1.0804  0.568
C2 -0.0266 1.1178 0.5079  0.130
C3 0.1939 0.0349 -0.3353  -0.600
C4 1.4414 -0.1577 -0.9048  -0.381
C5 2.4729 0.7376 -0.6319  -0.736
C6 2.2651 1.8103 0.2189  -0.541
C7 1.0170 2.0025 0.7968  0.153
C8 0.8149 3.1495 1.7223  0.665
O2 1.7327 3.8883 2.0157  -0.670
C9 -0.5498 3.3732 2.2784  0.159
C10 -0.7708 4.4587 3.1168  -0.581
C11 -2.0386 4.6978 3.6180  -0.452
C12 -3.0924 3.8533 3.2836  -0.482
C13 -2.8746 2.7633 2.4586  -0.537
C14 -1.6033 2.5160 1.9565  0.156
H1 -0.6111 -0.6538 -0.5487  0.580
H2 1.6074 -0.9961 -1.5622  0.582
H3 3.4449 0.5937 -1.0862  0.416
H4 3.0666 2.5030 0.4357  0.472
H5 0.0510 5.1139 3.3699  0.470
H6 -2.2096 5.5456 4.2683  0.398
H7 -4.0845 4.0467 3.6697  0.394
H8 -3.6895 2.1022 2.1986  0.472
C15 -1.4709 -4.4892 -4.2236  0.125
C16 -0.6525 -5.0374 -3.5477  -0.378
C17 0.4681 -5.5945 -2.8053  -0.600
N1 0.8575 -4.7618 -1.6576  -0.284
C18 1.1949 -3.4252 -1.9713  0.477
O3 0.3720 -2.5525 -2.0218  -0.471
O4 2.5032 -3.1261 -2.1698  -0.490
H9 -2.1385 -3.9362 -4.8377  0.401
H10 1.2881 -5.8319 -3.4879  0.275
H11 0.1283 -6.5469 -2.3970  0.350
H12 1.5834 -5.2136 -1.1160  0.263
H13 2.9887 -3.8770 -2.5304  0.351


C18H13NO4Rh | the ωB97M-V functional and the def2-TZVPD basis

Calculated values
- Gap between HOMO and LUMO (spin up / spin down): 5.12 / 6.08 eV
- HOMO energy (spin up / spin down): -11.918 / -12.137 eV
- Strongest force on any atom: 4.754 eV/Å
- Multiplicity: 1
- Charge: +1

Last column: Mulliken charge in e.
Atoms and positions in Å:
Rh1 0.1930 -0.3342 1.5623  1.323
C1 -0.6450 -4.1408 -0.5114  -1.541
C2 0.1153 -2.8849 -0.1837  1.404
O1 -0.5183 -1.9740 0.3738  -0.526
C3 1.5184 -2.7917 -0.5650  0.022
C4 2.1462 -3.8016 -1.3050  -0.684
C5 3.4717 -3.7060 -1.6930  -0.772
C6 4.2506 -2.6155 -1.2901  -0.453
C7 3.6928 -1.6206 -0.5384  -0.632
C8 2.3003 -1.6239 -0.2068  0.625
O2 1.8166 -0.5696 0.3132  -0.622
H1 -1.6466 -4.0700 -0.0892  0.354
H2 -0.1512 -5.0280 -0.1164  0.452
H3 -0.7293 -4.2410 -1.5943  0.402
H4 1.5849 -4.6744 -1.6001  0.383
H5 3.9108 -4.4772 -2.3071  0.407
H6 5.2909 -2.5534 -1.5752  0.413
H7 4.2678 -0.7693 -0.2101  0.469
O3 -1.1299 1.7817 4.8698  -0.547
C9 -0.8258 1.3450 3.7937  0.691
O4 -0.1892 0.3062 3.4686  -0.601
C10 -1.2757 2.1560 2.5295  0.626
C11 -1.9807 3.3539 2.6702  -0.559
C12 -2.3638 4.0061 1.5271  -0.460
C13 -2.0498 3.4669 0.2639  0.998
C14 -2.4038 4.0663 -0.9622  -0.875
C15 -2.0650 3.4776 -2.1490  -0.580
C16 -1.3575 2.2632 -2.1775  -0.665
C17 -0.9925 1.6510 -1.0113  -0.162
C18 -1.3277 2.2364 0.2216  0.218
N1 -0.9696 1.6340 1.3726  -0.892
H8 -2.1982 3.7165 3.6610  0.533
H9 -2.9103 4.9354 1.5949  0.457
H10 -2.9470 4.9983 -0.9399  0.411
H11 -2.3399 3.9479 -3.0793  0.407
H12 -1.1012 1.8188 -3.1264  0.442
H13 -0.4425 0.7154 -0.9925  0.534